1.
76
Properties=species:S:1:pos:R:3:forces:R:3:lowdin_charge:R:1 method="wB97M-V/def2-TZVPD" max_force_ev_per_a=1.13 total_charge=-1 homo_ev=-5.20 gap_ha=0.2238
Tl -0.731365 0.338474 0.044971 -0.383 -0.359 -0.880 0.909
C 2.610436 0.212071 3.788240 -0.050 -0.064 -0.110 -0.014
C 1.369551 0.039286 2.955975 0.024 0.105 0.099 -0.315
N 0.737898 1.012252 2.421773 -0.050 -0.039 -0.267 0.045
N 1.256922 2.260389 2.560823 -0.035 0.019 0.068 -0.012
C 0.623471 3.359417 2.080042 -0.237 -0.030 -0.204 -0.861
N 1.309029 4.514404 2.301063 0.079 -0.039 0.073 0.081
S -0.813670 3.341287 1.262470 -0.024 -0.044 0.141 0.732
C 0.795576 -1.317906 2.757529 -0.190 -0.145 0.182 -0.281
C 1.376894 -2.441527 3.326958 0.146 0.056 0.060 -0.016
C 0.729358 -3.663330 3.228754 -0.034 -0.077 -0.015 -0.050
C -0.491394 -3.722834 2.588992 0.071 0.020 0.059 -0.023
C -0.982174 -2.558667 2.010958 0.081 0.001 -0.014 -0.080
N -0.345500 -1.396946 2.067943 0.066 0.018 0.072 0.078
H 2.597830 1.150967 4.341736 -0.012 0.006 0.005 0.077
H 3.487185 0.188139 3.137528 0.060 0.004 0.018 0.100
H 2.705830 -0.577133 4.526964 0.016 -0.003 -0.030 0.072
H 2.189845 2.370505 2.918456 0.204 -0.047 0.002 0.125
H 2.012383 4.545360 3.021175 -0.003 0.054 0.028 0.098
H 0.787045 5.358237 2.142071 0.008 0.026 -0.057 0.089
H 2.332041 -2.382183 3.827888 -0.048 -0.014 0.008 0.102
H 1.172116 -4.551356 3.662696 0.002 0.028 -0.010 0.110
H -1.055826 -4.642083 2.519278 0.003 0.021 -0.034 0.114
H -1.913597 -2.575427 1.472094 -0.003 0.003 -0.019 0.100
O -6.992392 0.139000 4.000843 -0.065 -0.240 -0.298 -0.064
C -6.789217 -0.537634 2.969103 0.110 0.006 -0.040 -0.687
O -7.507666 -1.341027 2.345022 0.117 0.240 0.270 -0.045
C -5.365761 -0.334956 2.354561 -0.235 -0.042 0.142 -0.083
C -4.508501 0.620768 2.885434 0.141 -0.024 -0.034 0.003
C -3.256102 0.790662 2.329149 0.026 -0.027 -0.061 -0.124
N -2.825912 0.059747 1.294867 0.191 0.131 -0.009 0.024
C -3.630815 -0.884473 0.790193 -0.070 -0.069 -0.024 -0.212
C -4.908055 -1.101303 1.289721 0.154 0.076 0.001 0.068
C -3.091676 -1.755807 -0.357530 -0.034 -0.127 0.082 -0.669
O -3.855319 -2.578940 -0.846030 0.224 0.127 0.030 0.053
O -1.863973 -1.562886 -0.693204 0.124 0.052 0.176 -0.160
H -4.832813 1.210054 3.732962 -0.062 -0.036 -0.034 0.111
H -2.563601 1.528465 2.719499 0.023 0.001 -0.082 0.070
H -5.531688 -1.865838 0.852236 -0.058 0.010 0.016 0.126
C 2.347032 3.125220 -1.366257 -0.156 -0.193 -0.022 -0.107
N 1.194737 2.334742 -1.766745 -0.042 0.066 0.003 -0.289
C 1.530453 1.471961 -2.887942 0.001 -0.035 0.139 -0.098
C 0.092745 3.210037 -2.099134 -0.094 -0.056 -0.028 -0.223
C -1.231625 2.527845 -2.373566 -0.127 0.055 -0.128 -0.249
C -2.013272 3.087107 -3.386284 0.038 0.023 -0.040 -0.055
C -3.282017 2.612377 -3.677554 0.014 0.062 -0.023 -0.088
C -3.798824 1.556898 -2.948639 -0.052 -0.061 0.058 -0.067
C -3.035254 0.973267 -1.944276 -0.070 0.171 -0.217 -0.091
C -1.767066 1.452824 -1.669137 0.834 -0.091 0.759 -0.165
H 2.768039 3.695072 -2.213610 0.012 0.006 0.007 0.086
H 3.116105 2.465263 -0.965296 0.052 -0.036 -0.003 0.067
H 2.053300 3.838876 -0.595489 0.000 -0.022 0.070 0.068
H 1.831508 2.060348 -3.772012 -0.016 0.013 -0.022 0.092
H 0.670160 0.856769 -3.156740 0.040 0.005 0.006 0.094
H 2.351270 0.812143 -2.608657 -0.074 0.040 -0.017 0.043
H 0.342549 3.814663 -2.987732 -0.014 0.091 -0.043 0.117
H -0.046009 3.902058 -1.266348 0.008 0.030 0.016 0.073
H -1.605812 3.921871 -3.950291 -0.037 -0.056 -0.003 0.105
H -3.861748 3.067737 -4.471344 0.005 0.001 0.017 0.099
H -4.792823 1.174078 -3.145669 0.030 0.010 -0.030 0.109
H -3.458248 0.147386 -1.402025 -0.003 0.073 -0.037 0.076
O 5.904314 -4.253583 -4.131349 0.030 -0.021 -0.063 0.101
C 4.656742 -4.519858 -3.665129 -0.002 0.052 -0.079 -0.486
O 4.168833 -5.588074 -3.907346 -0.084 -0.080 0.023 0.109
C 3.992798 -3.456084 -2.862593 0.037 0.114 0.061 -0.152
C 2.830922 -3.795218 -2.171100 -0.049 -0.094 -0.007 -0.010
C 2.199571 -2.887661 -1.343181 0.001 0.073 -0.058 -0.079
C 2.715319 -1.594941 -1.171166 -0.234 -0.194 -0.192 -0.661
S 2.039223 -0.467632 -0.021428 -0.346 0.477 0.352 0.657
C 3.853017 -1.241533 -1.908744 0.028 0.009 0.035 -0.132
C 4.479402 -2.154092 -2.738836 -0.032 -0.059 0.027 -0.038
H 6.193155 -3.388707 -3.826673 0.020 0.077 0.063 0.076
H 2.444489 -4.798822 -2.296756 -0.023 0.030 0.043 0.122
H 1.297954 -3.163364 -0.810664 0.004 -0.015 -0.007 0.107
H 4.248276 -0.237104 -1.811115 -0.014 -0.038 -0.015 0.093
H 5.334392 -1.809096 -3.312380 0.037 -0.003 0.043 0.106

***

2.
13
Properties=species:S:1:pos:R:3:forces:R:3:lowdin_charge:R:1 method="wB97M-V/def2-TZVPD" max_force_ev_per_a=1.39 smiles="C=C/C(O)=N/C" homo_ev=-9.42 gap_ha=0.3722
C -2.381491 -0.217242 -0.034625 -0.120 -0.093 0.330 -0.128
C -0.039621 -0.065852 -0.017985 -0.524 -0.812 -0.266 -0.453
C 1.331859 -0.601612 -0.119915 0.510 -0.429 0.043 -0.092
C 2.489839 0.038278 0.089965 -0.593 -0.524 -0.168 0.028
O -0.148521 1.263038 0.139245 -0.419 0.977 0.174 0.068
N -1.063531 -0.832942 -0.109045 1.143 0.789 0.100 0.041
H 0.698239 1.725928 0.131175 -0.041 -0.352 -0.028 0.094
H 1.354699 -1.655462 -0.390375 -0.029 0.179 0.053 0.106
H -2.414711 0.701288 0.560155 0.090 -0.009 -0.174 0.070
H -3.076771 -0.922132 0.432335 0.143 -0.006 -0.193 0.069
H -2.750161 -0.003832 -1.042825 0.052 0.017 0.076 0.081
H 3.425049 -0.503902 -0.027665 -0.169 0.165 0.041 0.061
H 2.575119 1.074438 0.389565 -0.045 0.096 0.013 0.053